Record 1
Computed, not measured: a 2-piece molecular cluster, CH3ClFOP overall, with ωB97M-V/def2-TZVPD.

The geometry in XYZ format:
```
8
Properties=species:S:1:pos:R:3:lowdin_charge:R:1
C 0.309 -0.569 -0.860 -0.146
O 0.508 -0.169 0.262 -0.010
F -4.298 1.269 0.537 -0.481
P -3.196 0.402 1.427 0.445
Cl -2.871 1.751 2.883 0.142
H -0.433 -1.248 -1.191 0.055
H -2.281 1.013 0.480 -0.089
H 0.946 -0.400 -1.768 0.086
```

Summary:
Charge ... 0
SMILES ... FPCl.C=O
Gap between HOMO and LUMO ... 10.59 eV
Relative energy (zero: lowest compared OMol25 entry of this formula, charge and spin) ... 319.5 kJ/mol
E_LUMO ... 0.4 eV
E_tot ... -27661.48811 eV

=====

Record 2
Computed, not measured: one molecule with the formula CH4FNO2, with ωB97M-V/def2-TZVPD.

The geometry in XYZ format:
```
9
Properties=species:S:1:pos:R:3:lowdin_charge:R:1
C -0.301 -0.113 -0.159 -0.477
N 0.356 -1.060 1.144 0.042
O -0.975 0.800 0.540 0.025
O 0.734 0.295 -0.877 0.078
F -0.806 -1.356 1.906 -0.141
H -1.027 -0.717 -0.581 0.131
H 0.741 -1.892 0.733 0.071
H -0.418 1.265 1.230 0.148
H 0.971 1.178 -0.563 0.124
```

Summary:
Charge ... 0
SMILES ... OC(O)NF
Gap between HOMO and LUMO ... 10.29 eV
Relative energy (zero: lowest compared OMol25 entry of this formula, charge and spin) ... 389.1 kJ/mol
E_LUMO ... 0.6 eV
E_tot ... -9401.31983 eV

=====

Record 3
Computed, not measured: one molecule with the formula C3H9N3, with ωB97M-V/def2-TZVPD.

The geometry in XYZ format:
```
15
Properties=species:S:1:pos:R:3:lowdin_charge:R:1
C -1.205 0.133 1.905 -0.164
C 1.001 -0.870 0.319 -0.027
N 0.217 0.929 -1.278 -0.103
C 0.114 0.286 -0.068 -0.442
N 0.688 0.197 -2.390 0.010
N -0.885 0.754 0.629 -0.027
H -0.675 1.544 -1.199 0.161
H -0.091 -0.276 -2.852 0.081
H 1.090 0.840 -3.076 0.080
H -2.085 0.624 2.329 0.064
H -1.437 -0.932 1.799 0.072
H -0.390 0.253 2.626 0.069
H 1.348 -0.751 1.348 0.074
H 0.437 -1.804 0.246 0.085
H 1.872 -0.926 -0.338 0.067
```

Summary:
Charge ... 0
SMILES ... C/N=C(\C)NN
Gap between HOMO and LUMO ... 9.37 eV
Relative energy (zero: lowest compared OMol25 entry of this formula, charge and spin) ... 175.0 kJ/mol
E_LUMO ... 1.0 eV
E_tot ... -7725.75972 eV

=====

Record 4
Computed, not measured: C13H6Br4Cl2N2O2Ta as an isolated structure, with ωB97M-V/def2-TZVPD.

The geometry in XYZ format:
```
30
Properties=species:S:1:pos:R:3:lowdin_charge:R:1
Ta -0.460 -0.645 -0.140 1.681
Br -2.653 5.816 0.173 0.929
C -1.702 4.285 -0.249 -0.702
C -0.631 4.341 -1.158 -0.715
Br -0.145 5.951 -1.945 0.905
C 0.102 3.178 -1.499 -0.647
Br 1.525 3.157 -2.682 0.949
C -0.291 2.013 -0.881 -0.306
O 0.262 0.744 -1.089 -0.221
C -1.361 1.963 0.021 -0.296
O -1.577 0.635 0.473 -0.193
C -2.097 3.058 0.363 -0.648
Br -3.517 2.894 1.541 0.951
N 4.899 -0.821 5.011 0.289
C 4.072 -0.787 4.214 -0.106
C 3.045 -0.745 3.225 -0.122
C 3.370 -0.546 1.876 0.068
C 2.363 -0.498 0.950 -0.055
N 1.054 -0.659 1.304 -0.163
C 0.740 -0.843 2.620 -0.065
C 1.701 -0.888 3.595 0.067
H 4.398 -0.417 1.566 0.158
H 2.577 -0.315 -0.097 0.136
H -0.311 -0.938 2.877 0.138
H 1.417 -1.028 4.630 0.159
Cl -0.895 -1.722 -2.434 0.707
C -1.018 -3.414 -1.810 -0.719
Cl -0.503 -3.325 -0.085 0.654
H -0.314 -4.036 -2.356 0.083
H -2.053 -3.741 -1.862 0.083
```

Summary:
Charge ... +3
Gap between HOMO and LUMO (alpha / beta) ... 4.48 / 4.44 eV
E_LUMO (alpha / beta) ... -12.9 / -12.9 eV
E_tot ... -327388.30427 eV

=====

Record 5
Computed, not measured: a 3-piece molecular cluster, C4H8ClNO overall, with ωB97M-V/def2-TZVPD.

The geometry in XYZ format:
```
15
Properties=species:S:1:pos:R:3:lowdin_charge:R:1
C 0.595 -1.025 1.765 -0.044
C -0.623 1.351 0.879 -0.078
C -1.364 -0.224 -0.894 -0.025
C -0.281 0.689 -0.385 -0.562
N 1.676 -1.133 1.403 0.095
O 0.805 0.660 -0.894 0.003
Cl 2.270 -1.821 -1.962 0.346
H -1.734 1.587 0.916 0.106
H -0.105 2.381 1.046 0.124
H -0.311 0.766 1.742 0.006
H -1.866 -0.603 0.053 0.110
H -2.200 0.291 -1.405 0.094
H -1.042 -0.871 -1.678 0.068
H 2.587 -1.132 0.874 0.109
H 1.593 -0.917 -1.461 -0.350
```

Summary:
Charge ... 0
Gap between HOMO and LUMO ... 11.15 eV
Relative energy (zero: lowest compared OMol25 entry of this formula, charge and spin) ... 178.2 kJ/mol
E_LUMO ... 1.0 eV
E_tot ... -20335.90358 eV

=====

Record 6
Computed, not measured: C12H37AsF6O6 as an isolated structure, with ωB97M-V/def2-TZVPD.

The geometry in XYZ format:
```
62
Properties=species:S:1:pos:R:3:lowdin_charge:R:1
O 0.003 -0.485 -0.463 0.233
H 0.690 -0.850 0.099 0.070
H 0.439 -0.008 -1.174 0.073
H -0.540 -1.174 -0.851 0.073
As 1.711 2.234 3.168 0.929
F 2.418 3.134 4.564 -0.302
F 3.036 2.773 2.019 -0.322
F 0.990 1.316 1.779 -0.309
F 0.382 1.639 4.210 -0.296
F 0.784 3.680 2.610 -0.304
F 2.688 0.833 3.693 -0.292
C -1.386 -0.933 2.540 -0.083
C -1.528 -2.432 2.369 -0.314
O -1.380 -2.786 0.998 -0.113
H -0.500 -0.513 2.065 0.039
H -1.397 -0.653 3.593 0.084
H -2.165 -0.350 2.049 0.060
H -2.529 -2.705 2.704 0.102
H -0.816 -2.962 3.001 0.092
H -1.478 -3.740 0.958 0.073
C 2.177 -2.391 2.862 -0.093
C 2.900 -2.224 1.544 -0.286
O 2.010 -1.857 0.476 -0.158
H 2.852 -2.562 3.700 0.082
H 1.378 -3.126 2.765 0.059
H 1.681 -1.462 3.145 0.056
H 3.431 -3.168 1.429 0.105
H 3.637 -1.445 1.739 0.108
H 2.346 -2.198 -0.356 0.058
C -2.258 -2.234 -4.012 -0.123
C -1.849 -1.491 -2.767 -0.378
O -1.251 -2.396 -1.912 -0.149
H -2.843 -1.585 -4.664 0.072
H -2.886 -3.043 -3.638 0.065
H -1.382 -2.629 -4.526 0.065
H -2.656 -0.939 -2.285 0.110
H -1.043 -0.826 -3.075 0.103
H -1.848 -3.142 -1.823 0.084
C -2.032 2.442 0.668 -0.028
C -2.790 1.736 -0.480 -0.486
C -3.847 2.608 -1.101 -0.078
O -1.872 1.619 -1.517 -0.092
H -1.125 2.879 0.250 0.079
H -1.856 1.894 1.594 0.062
H -2.582 3.302 1.051 0.072
H -3.246 0.800 -0.155 0.135
H -4.647 2.800 -0.385 0.079
H -4.348 2.115 -1.934 0.078
H -3.437 3.542 -1.485 0.086
H -1.692 2.499 -1.858 0.079
C 1.648 2.263 -1.736 -0.063
C 2.397 1.134 -2.398 -0.480
C 3.538 0.629 -1.457 -0.061
O 1.491 0.079 -2.575 -0.214
H 0.600 2.391 -2.009 0.059
H 2.089 3.217 -2.026 0.083
H 1.586 2.213 -0.649 0.071
H 2.777 1.469 -3.363 0.125
H 3.358 0.417 -0.404 0.068
H 4.286 1.421 -1.422 0.071
H 4.057 -0.190 -1.956 0.051
H 1.834 -0.577 -3.186 0.028
```

Summary:
Charge ... -1
Gap between HOMO and LUMO (alpha / beta) ... 2.58 / 10.65 eV
Relative energy (zero: lowest compared OMol25 entry of this formula, charge and spin) ... 0.0 kJ/mol
E_LUMO (alpha / beta) ... 2.5 / 2.6 eV
Multiplicity ... 2
E_tot ... -102473.55606 eV

=====

- E_tot of number 2 (CH4FNO2)?
  -9401.31983 eV

=====

- charge of number 2 (CH4FNO2)?
  0